No. 1
Density functional theory data (the ωB97M-V functional and the def2-TZVPD basis) for a molecular structure, C18H57FeN4O9.

Results
E_HOMO (alpha / beta): -0.3931 / -0.4072 Eh
2S+1: 7
maximum force: 0.071 hartree/bohr
charge: +1
gap between HOMO and LUMO (alpha / beta): 0.305 / 0.178 hartree

Positions of all 89 atoms, in Å:
H (26.98, 8.49, 5.59)
C (28.97, 6.78, 1.12)
H (30.56, 4.34, 3.64)
C (25.25, 1.18, 2.17)
O (23.20, 4.18, 5.12)
C (31.56, 2.56, 4.31)
H (25.74, 1.34, 1.21)
H (28.15, 7.50, 4.76)
H (25.27, 7.25, 11.40)
H (30.07, 2.91, 2.73)
H (25.82, 4.06, 1.02)
C (25.49, 2.39, 3.13)
H (29.00, 10.75, 2.99)
H (31.05, 0.79, 3.50)
O (25.02, 6.48, 5.42)
O (25.50, 10.00, 1.91)
H (24.44, 8.61, 10.87)
O (23.03, 5.74, 7.38)
C (27.02, 2.70, 3.35)
H (26.39, 9.99, 2.26)
C (29.48, 3.77, 7.35)
H (28.40, 4.64, 1.49)
H (24.54, -1.35, 1.82)
O (30.30, 3.76, 6.19)
H (28.15, 8.60, 1.79)
O (27.09, 5.50, 0.18)
H (24.85, 3.22, 2.83)
H (23.81, 5.86, 7.92)
H (25.59, 1.37, 4.81)
C (25.27, 7.62, 9.18)
H (22.30, 5.85, 7.99)
H (30.91, 7.66, 1.93)
H (24.10, 1.42, 4.27)
H (31.65, 3.60, 2.42)
C (25.75, 10.59, 8.40)
H (27.19, 8.19, 8.28)
O (23.91, 0.62, 2.16)
H (24.23, -0.50, 0.38)
H (25.96, 0.44, 2.57)
H (30.67, 5.87, 1.95)
H (27.68, 8.11, 0.32)
H (27.36, 5.74, 2.27)
C (30.52, 2.49, 5.49)
O (26.55, 9.80, 9.42)
H (25.65, 6.33, 7.58)
H (29.28, 4.80, 7.64)
H (25.76, 10.15, 7.40)
H (29.32, 6.51, 0.12)
H (22.57, 3.49, 5.34)
H (27.78, 11.01, 3.85)
H (26.98, 5.94, 5.99)
C (26.62, 8.36, 9.19)
H (26.56, 5.68, 4.32)
C (30.92, 3.40, 3.21)
H (29.87, 7.03, 3.09)
H (27.62, 2.61, 2.45)
N (25.46, 6.32, 8.57)
H (24.57, 8.23, 8.60)
H (23.94, 3.71, 4.74)
H (27.09, 3.38, 0.18)
H (28.52, 3.55, 6.89)
H (26.08, 11.63, 8.37)
H (25.61, 10.14, 0.97)
H (25.68, 4.26, -0.68)
C (30.19, 6.85, 2.06)
H (29.56, 2.01, 5.32)
Fe (22.98, 6.26, 5.38)
H (27.50, 2.00, 4.03)
H (22.87, -0.95, 1.24)
O (28.05, 10.65, 3.00)
C (24.60, 7.57, 10.60)
H (24.73, 10.46, 8.76)
N (28.46, 8.12, 0.96)
C (27.94, 5.62, 1.36)
H (23.72, 6.93, 10.53)
C (26.39, 6.33, 5.17)
H (32.24, 1.57, 2.88)
H (26.85, 8.17, 3.87)
H (27.28, 7.96, 9.96)
C (26.42, 4.23, 0.13)
H (32.46, 3.05, 4.68)
N (24.91, 2.01, 4.41)
N (31.89, 1.26, 3.78)
C (23.89, -0.58, 1.41)
H (27.28, 3.64, 3.84)
C (27.08, 7.71, 4.83)
H (29.73, 3.07, 8.15)
H (31.00, 1.78, 6.17)
H (26.39, 6.10, 8.89)

=====

No. 2
Density functional theory data (the ωB97M-V functional and the def2-TZVPD basis) for 4 unconnected molecules or ions with the total composition C37H55F25INO9.

Results
E_HOMO: -0.3501 Eh
2S+1: 1
maximum force: 0.036 hartree/bohr
SMILES string: CCCCCCCCC[C@@H](C[C@H](O)CN)O[C@H](C)[C@@H](OC[C@@H](C)O)O[C@@H](I)CC(=O)F.FC(F)C(F)(F)COC(F)(F)C(F)F.FC(F)C(F)(F)COC(F)(F)C(F)F.FC(F)C(F)(F)COC(F)(F)C(F)F
gap between HOMO and LUMO: 0.342 hartree

Positions of all 128 atoms, in Å:
H (-1.52, -0.11, -1.38)
C (4.72, -0.42, 2.89)
H (2.28, 0.56, -7.26)
C (-10.13, 2.34, 6.64)
C (3.87, -2.52, -4.45)
H (-0.17, 2.53, -0.50)
H (1.70, -3.01, -5.77)
H (4.72, -4.28, -3.53)
H (-10.51, 3.13, 5.99)
F (6.41, 1.65, 7.19)
C (1.13, 1.12, -1.39)
F (1.70, 4.13, -0.60)
H (-1.17, -4.41, -4.62)
O (1.18, 3.27, -6.72)
H (5.93, -0.95, -2.47)
C (-3.81, 1.85, 0.65)
C (-0.39, -3.90, -4.04)
C (4.87, 2.20, 2.90)
I (3.27, 1.25, -1.83)
O (-0.89, -1.48, -4.32)
H (3.81, 2.16, 3.15)
F (-10.32, 4.22, 7.97)
C (7.01, -1.06, -2.59)
H (3.20, 0.81, -5.75)
F (4.36, 1.83, 5.49)
H (6.05, -0.03, -4.96)
C (5.36, 0.85, 2.35)
H (2.29, -3.45, -3.30)
H (3.84, -2.95, -5.45)
H (-1.42, -5.54, -0.30)
H (7.68, -3.15, -2.45)
H (6.71, -4.01, -4.50)
C (2.44, -2.51, -3.84)
H (1.97, 3.81, -6.79)
H (-2.43, -4.32, -0.59)
F (-11.55, -0.29, 8.48)
F (-9.84, 3.04, 10.32)
C (-11.33, -0.90, 7.30)
C (4.92, -3.20, -3.58)
F (-9.36, 1.14, 9.33)
F (5.03, 0.86, 1.02)
C (0.74, 2.02, -0.19)
C (6.70, 1.95, 5.90)
H (-0.93, -5.99, -2.44)
H (7.28, 1.06, -2.84)
H (7.53, 2.66, 5.87)
H (7.43, -1.01, -1.58)
N (-2.17, -5.25, -0.92)
F (5.28, -1.49, 2.27)
H (6.30, -2.40, -5.04)
C (-10.37, -0.08, 6.42)
H (-2.47, -5.29, -2.99)
H (-8.42, 2.86, 8.93)
H (-5.66, 0.28, 5.18)
H (0.53, 1.41, 0.69)
H (0.15, -1.32, -2.53)
H (-0.56, 1.81, -6.49)
C (0.29, 0.58, -3.59)
C (-5.76, 1.07, 4.43)
H (-1.64, -3.06, -2.51)
F (-1.78, 0.83, 0.99)
F (-10.76, -2.11, 7.53)
C (-2.97, 1.03, 1.64)
H (3.64, -0.42, 2.68)
F (-4.72, 3.11, 3.75)
C (-0.47, -0.72, -3.20)
H (0.28, 0.29, -6.25)
C (6.35, -3.04, -4.15)
H (-12.28, -1.04, 6.78)
H (4.96, 2.88, 2.06)
O (-0.40, 1.29, -4.55)
O (-3.38, 1.32, 4.12)
H (1.57, -1.31, -5.40)
F (7.06, 0.81, 5.27)
C (7.40, -2.41, -3.21)
F (-9.12, -0.11, 6.91)
H (0.49, -4.56, -4.08)
O (0.18, -3.69, -1.68)
F (-3.52, -0.18, 1.83)
F (-4.39, 2.36, 5.76)
F (6.71, 0.77, 2.44)
H (-3.29, 2.77, 0.38)
H (4.20, -1.47, -4.56)
F (-5.91, 0.52, 3.22)
H (2.41, -1.68, -3.13)
C (-4.53, 1.99, 4.47)
O (0.35, 1.49, -2.47)
H (7.69, -0.47, -5.46)
C (1.72, 3.08, 0.22)
O (-10.83, 1.19, 6.20)
C (-0.08, -2.57, -4.78)
C (0.17, 1.30, -5.86)
C (-2.61, 1.67, 2.99)
H (3.34, 1.97, -7.07)
H (-0.43, -2.72, -5.81)
H (8.31, -2.24, -3.81)
F (-4.01, 1.10, -0.46)
C (7.56, 0.14, -3.37)
F (5.28, 3.76, 5.87)
H (-1.62, 1.26, 3.22)
C (1.43, -2.31, -4.97)
C (-1.64, -5.17, -2.28)
H (-2.47, -1.13, -2.47)
F (-11.66, 2.55, 8.44)
O (5.64, 2.82, 3.92)
H (1.33, 0.37, -3.88)
F (-10.35, -0.71, 5.22)
C (7.11, 0.22, -4.84)
H (1.75, 2.41, -4.92)
H (-2.21, 0.57, -2.87)
H (4.85, -2.82, -2.55)
C (1.48, 2.11, -5.94)
O (2.40, 3.07, 1.17)
C (2.64, 1.31, -6.55)
C (-0.90, -3.86, -2.61)
F (4.91, -0.56, 4.22)
H (8.66, 0.08, -3.35)
F (-5.01, 2.15, 1.18)
H (-0.11, -3.07, -1.00)
C (5.46, 2.56, 5.25)
H (7.26, 1.24, -5.22)
C (-1.74, -0.31, -2.43)
C (-9.42, 2.48, 9.16)
F (-6.85, 1.83, 4.71)
C (-10.41, 2.86, 8.06)
H (-9.06, 2.26, 6.44)
H (0.99, 0.09, -1.09)
H (-2.48, 2.75, 2.89)